DFT (ωB97M-V/def2-TZVPD) results for 5 unconnected molecules or ions with the total composition C6H21NO4.

Last column: Mulliken charge in e.
Positions of all 32 atoms, in Å:
H -2.4638 -2.2944 0.3319  0.274
O -0.9320 -3.1882 -1.5452  -0.648
H -1.5868 0.9648 -3.5644  0.325
H 0.7422 -1.0205 0.4326  -0.156
H -1.5949 0.7402 -2.0683  0.302
H 1.5207 1.5673 -2.3799  0.336
H 2.4508 -0.8034 0.9315  0.384
H -1.4682 -0.9851 0.3770  0.331
H -0.3624 0.0911 4.0039  0.251
C 1.4493 -0.4695 1.0378  0.059
C 1.2986 0.7349 -1.6018  -0.850
H 2.5527 1.5275 0.8543  0.468
C -0.1534 -0.2235 2.8672  -0.237
H 1.6676 -1.0870 3.2495  0.430
H 2.4337 0.6856 -1.4297  0.318
H -0.8762 0.0823 2.0378  -0.432
H -0.3427 1.2958 -0.0143  -0.047
N 0.9668 -0.4926 -2.3021  -0.509
H -2.8093 1.8887 1.5352  0.321
H 0.0458 -2.8730 -1.2574  0.414
H -0.9434 -3.5104 -2.5105  0.307
C 1.5835 1.0261 0.7918  -1.181
H 0.5191 -0.3509 -3.2991  0.302
C 0.7437 1.3438 -0.3507  0.222
H 0.1613 -1.0778 -1.8068  0.160
H -1.5084 1.8370 2.2958  0.338
O -1.7812 0.2070 -2.9992  -0.657
H 1.2310 1.6755 1.5143  0.522
H 0.7555 2.5117 -0.5049  0.263
C 1.0488 -0.6091 2.5215  -0.334
O -2.2271 2.4198 2.0484  -0.661
O -2.1214 -1.6139 0.8040  -0.617

Properties
2S+1   1
Structure (SMILES)   C=CCCCCN.O.O.O.O
Energy relative to the best compared isomer or geometry (same formula, charge and spin)   5.398 eV
DFT total energy   -16237.8496 eV
Frontier orbital gap   9.32 eV